Record 1
C20H63B3O21P2 | the ωB97M-V functional and the def2-TZVPD basis

Geometry as XYZ:
```
109
Properties=species:S:1:pos:R:3:lowdin_charge:R:1
C 0.3742 4.5709 0.8278 -0.1785
H -2.7349 -3.2332 0.6913 0.1302
H -6.4190 -0.4087 -4.4768 0.0036
O 4.8363 1.8005 1.2495 0.1461
H -1.6558 -2.0794 2.4122 0.0922
H 9.0567 -7.5737 2.0736 0.0506
O -4.1933 -6.4448 -0.5252 -0.0589
C -1.9697 2.7024 -0.5057 0.0071
H -5.3104 -2.3071 -1.1413 0.0695
O -2.3559 5.1757 4.7097 -0.0607
C -2.0461 3.3343 0.9220 -0.2386
H 0.6246 3.5928 1.3898 0.1461
H -5.4782 -0.1417 -3.3105 0.0047
H -1.7431 0.1944 2.8795 0.0771
O 3.8394 -4.5584 2.6553 -0.0925
H -2.9084 -4.8675 -2.2092 0.0673
C -0.8808 5.3605 1.4280 -0.1346
C -4.6388 -3.1907 -1.4617 -0.0987
H -0.3870 -3.0408 1.4275 0.0998
H 2.1185 3.4923 -0.1662 0.1154
H 3.8910 4.4115 1.8781 0.1244
H 0.1591 4.3795 -0.2934 0.1340
H -0.0064 -2.6694 -1.1157 0.0856
H 6.0841 -2.8967 0.1673 0.0383
O 9.1443 -6.6853 2.4407 -0.0596
H -7.4807 -3.5416 -1.9436 0.0309
H -0.6297 1.2505 5.6721 0.0426
H -1.6354 -3.6855 -2.9926 0.0777
H -0.0878 0.8609 4.3044 0.0193
P 4.9254 -1.1513 1.5982 0.9399
C -1.7807 0.7988 1.9080 0.0050
H 2.8014 -0.9487 3.0418 0.0426
H -3.5117 -0.4550 -2.0705 0.0641
O 4.1768 0.7750 -4.1385 -0.3180
H 8.9172 -6.7943 3.3723 0.0448
H -4.7350 -4.0687 -0.7279 0.0774
H -7.8718 -4.4853 -3.0713 0.0358
O -7.3755 -4.4531 -2.2444 -0.0647
H -2.2646 5.3524 -2.6940 0.0228
H 4.6664 -2.1596 -0.7743 0.0400
O -2.1750 4.7361 1.1669 -0.1354
H -2.0833 -1.3101 -3.0284 0.0644
C -1.6527 0.1471 0.4808 -0.0814
O 7.0030 -5.0331 2.6880 -0.0684
O -5.7002 -0.0505 -0.4046 -0.0620
B 3.7174 1.2864 -1.3766 -0.4468
H -2.3770 6.1164 -1.3825 0.0200
H -4.8537 -1.2603 -6.8354 0.0465
H -2.3377 4.8416 3.8034 -0.0124
H 7.4928 -5.2881 1.8965 0.0288
H -0.7289 5.5284 2.5572 0.1326
H 3.0628 -2.6755 2.3482 0.0217
H 8.3009 1.7304 2.3272 0.0386
H -3.6223 -1.6561 0.4171 0.1258
H 3.6712 -4.5236 3.6050 0.0485
H 0.7266 -1.1947 -0.3135 0.0949
C -2.2509 -3.9458 -2.0648 -0.0599
O 1.7547 1.8704 -3.5864 -0.1925
H 4.3160 -3.3830 0.6006 0.0349
C -1.4086 -1.4295 0.2711 -0.4363
O 4.5486 2.4377 -1.1219 0.1969
O 8.1318 1.6318 1.3826 -0.0589
H -4.3970 -6.5550 0.4119 0.0423
H 4.5817 -5.1734 2.5717 0.0294
C 5.0027 -2.5202 0.2561 -0.2951
O 2.3353 -0.7741 -3.1402 -0.1878
C -0.2394 -1.5960 -0.8130 -0.0645
H -4.9110 -3.4607 -2.5375 0.0834
H 4.7217 5.0878 0.3021 0.1246
H 0.0410 -1.3016 2.0883 0.0778
C -1.7806 1.1759 -0.7067 -0.0094
C -2.7363 -2.2894 0.0213 -0.1145
C 3.5825 -1.7687 2.8157 -0.3207
H 1.3880 -0.6994 -3.3936 0.0491
H -2.9477 5.9369 4.6658 0.0463
O -0.5284 0.4934 5.0814 -0.0644
C -1.9715 2.3468 2.1127 0.0194
B 4.3333 0.5108 0.7978 -0.5748
B 4.4544 2.8321 0.2829 -0.3827
H 7.1684 1.6098 1.3190 -0.0009
H -0.3841 -0.9187 -1.7392 0.0530
O -6.4119 -0.2679 -3.5207 -0.0664
H -2.0452 3.4355 -1.3864 0.0871
H 1.0010 1.3492 -3.9373 0.0601
H -6.4665 0.2736 -0.8966 0.0389
H -6.1659 -0.6663 -7.3257 0.0475
H -4.3007 -7.3304 -0.8934 0.0422
O -0.5199 9.3578 1.0811 -0.0628
C 3.9761 4.3338 0.7436 -0.0159
O 1.6195 5.3537 0.8484 -0.1600
H -1.7089 0.8057 -1.7771 0.0683
C 2.5319 4.5564 0.0322 -0.2023
C -3.1015 -1.4204 -2.5186 -0.0771
H -0.9090 6.3826 0.8952 0.1303
H 0.2187 8.8011 0.8034 0.0296
C -0.7759 -1.9813 1.6757 -0.0793
H -1.0882 9.3977 0.3019 0.0343
O -5.5903 -0.7050 -6.5517 -0.0498
O -2.1649 6.2351 -2.3180 -0.0582
P 3.0317 0.8058 -3.1076 0.7320
H 2.7262 5.0103 -1.0012 0.1491
H -2.0285 2.7709 3.1810 0.0974
H 7.6821 -4.6937 3.2820 0.0387
H 4.1100 -2.1154 3.7747 0.0390
H -3.8440 -1.7159 -3.3584 0.0818
H -1.4995 -4.2255 -1.2295 0.0753
O 3.3436 0.4431 -0.2699 0.1203
H -5.2938 0.7510 -0.0498 0.0417
C -3.0895 -2.6657 -1.4904 -0.4821
```

As for the spin multiplicity: 1. The value obtained for the LUMO energy is -0.23 eV. The value obtained for the frontier orbital gap is 7.76 eV. Its charge is 0. The calculation puts the maximum force at 0.1096 Eh/bohr.



Record 2
C4H6FN | the ωB97M-V functional and the def2-TZVPD basis

Geometry as XYZ:
```
12
Properties=species:S:1:pos:R:3:lowdin_charge:R:1
C 0.0274 0.3441 -0.0821 -0.3512
H 1.9723 -0.2754 0.1437 0.1205
F 1.2325 -1.1376 -1.3333 0.0056
C 0.2731 1.4680 0.8359 -0.1782
H -1.9335 0.6271 -0.6237 0.0624
H -1.5248 -1.0120 -0.8514 0.0912
H 0.5153 0.7377 -0.9313 0.1224
H -1.7199 -0.2569 0.9019 0.1232
N 0.5617 2.2108 1.6815 0.1519
H 0.9132 -1.7265 0.5243 0.1384
C 1.0595 -0.8205 -0.0768 -0.2341
C -1.3767 -0.1588 -0.1886 -0.0522
```

As for the spin multiplicity: 1. The value obtained for the LUMO energy is 0.89 eV. Its energy relative to the best compared isomer or geometry (same formula, charge and spin) is 22.7 kcal per mole. As for the SMILES: C[C@@H](C#N)CF. The value obtained for the frontier orbital gap is 12.21 eV. Its charge is 0. The calculation puts the maximum force at 0.0792 Eh/bohr.



Record 3
C4H8O3 | the ωB97M-V functional and the def2-TZVPD basis

Geometry as XYZ:
```
15
Properties=species:S:1:pos:R:3:lowdin_charge:R:1
H -1.1973 0.0680 -2.2988 0.0881
C -1.0036 0.6194 -1.3761 -0.0320
C 0.0538 0.0802 0.9456 -0.3160
H -0.5704 0.8252 1.4705 0.1644
H -1.6167 -0.8661 0.0473 0.1494
H 1.2510 -1.0280 1.9417 0.0923
O 2.4139 0.3259 1.0908 0.0717
H 1.3612 1.6601 0.0049 0.1319
H -0.1801 1.3111 -1.5768 0.0719
C 1.3772 0.7511 0.6325 -0.1681
O 0.1236 -1.4018 -0.9367 -0.0204
H 0.2675 -2.0880 -0.2712 0.0990
H -1.8959 1.1986 -1.1248 0.0851
O 0.2925 -1.0361 1.7654 -0.0164
C -0.6768 -0.4194 -0.3143 -0.4009
```

As for the spin multiplicity: 1. The value obtained for the LUMO energy is 0.76 eV. Its energy relative to the best compared isomer or geometry (same formula, charge and spin) is 31.5 kcal per mole. As for the SMILES: C[C@@H](O)[C@@H](O)C=O. The value obtained for the frontier orbital gap is 11.06 eV. Its charge is 0. The calculation puts the maximum force at 0.0105 Eh/bohr.



Record 4
C4H11N2S | the ωB97M-V functional and the def2-TZVPD basis

Geometry as XYZ:
```
18
Properties=species:S:1:pos:R:3:lowdin_charge:R:1
H -0.3281 1.6314 0.8280 0.1098
H -1.7544 -1.6701 0.4580 0.1441
N 2.7707 -2.4388 0.3152 0.0045
C 1.6106 -1.8011 0.5343 -0.7876
H -0.7470 -0.6394 1.4737 0.0249
H 1.0533 -1.4152 -0.3302 0.0442
H -2.1865 0.0685 -1.2050 0.2037
C -1.6580 0.2370 -0.1609 -0.0590
C -1.0781 1.5769 0.0701 -0.1813
H 3.4051 -2.7007 1.1317 0.1323
S 1.2247 -1.1956 2.0405 0.7640
H -1.9152 2.2845 0.3258 0.1588
H -0.2175 3.2393 -0.8211 0.0562
H -1.2059 2.4136 -1.9829 0.0542
N -1.4584 -0.7263 0.6535 0.1662
H 0.3053 1.9323 -1.6918 0.1025
H 2.7679 -3.1474 -0.4714 0.1356
C -0.5885 2.3510 -1.1676 -0.0729
```

As for the spin multiplicity: 3. The value obtained for the LUMO energy (spin up / spin down) is -4.33 / -6.46 eV. Its energy relative to the best compared isomer or geometry (same formula, charge and spin) is 16.7 kcal per mole. The value obtained for the frontier orbital gap (spin up / spin down) is 5.50 / 6.81 eV. Its charge is +1. The calculation puts the maximum force at 0.0832 Eh/bohr.



Record 5
CH4O4 | the ωB97M-V functional and the def2-TZVPD basis

Geometry as XYZ:
```
9
Properties=species:S:1:pos:R:3:lowdin_charge:R:1
O 0.2297 -1.2347 0.7552 0.0909
O 0.8234 -0.2108 -1.1049 0.0716
H -0.6287 -1.3422 1.0611 0.0639
H 1.1883 1.5643 0.1932 0.0963
H -1.7529 1.1197 -0.0313 0.0532
O 0.5698 1.1052 0.7091 0.1327
O -1.4287 0.2289 -0.1876 -0.0692
H 0.8060 -1.2183 -1.4514 0.2180
C 0.1931 -0.0122 0.0567 -0.6575
```

As for the spin multiplicity: 1. The value obtained for the LUMO energy is 0.52 eV. Its energy relative to the best compared isomer or geometry (same formula, charge and spin) is 30.3 kcal per mole. As for the SMILES: OC(O)(O)O. The value obtained for the frontier orbital gap is 11.22 eV. Its charge is 0. The calculation puts the maximum force at 0.0780 Eh/bohr.



Record 6
C12H28BCl2CrF4N4OS | the ωB97M-V functional and the def2-TZVPD basis

Geometry as XYZ:
```
54
Properties=species:S:1:pos:R:3:lowdin_charge:R:1
F -1.9332 0.3592 0.8848 -0.1095
H 2.7475 -1.3952 3.6773 0.1011
N 0.6834 1.0110 -2.9886 -0.1045
C 0.8686 2.0107 -4.0414 -0.0080
C -1.3138 2.9946 -0.7296 -0.0117
H 2.1707 -3.3578 1.0725 0.0929
H 2.8246 -2.5028 -0.3089 0.1009
H 1.7588 -2.6998 3.0520 0.0858
Cl 0.4600 2.0238 2.1804 0.6987
H 0.3546 -1.5582 4.6485 0.1434
C 1.9973 -2.5210 0.3982 -0.3386
H 1.9358 2.0932 -4.2492 0.1070
H 1.5025 -0.4347 -4.2249 0.1103
H -2.3754 -1.6360 2.4056 0.1229
H -2.8916 2.1861 -2.5959 0.1055
H 0.9733 -1.0298 -2.6630 0.0653
H 1.6765 4.0063 1.9107 0.0554
C -1.8839 2.2682 -3.0026 -0.0047
C 1.8462 -1.6176 3.1080 -0.3499
S 2.1367 -0.9994 1.4058 0.9865
H 2.6847 2.6946 2.6310 0.0515
H -1.7947 3.2124 -3.5390 0.1037
C 0.6462 -0.9626 3.7801 -0.2147
H -0.4849 3.0458 -0.0371 0.0391
N -0.9406 2.1941 -1.8826 -0.1094
F -2.1171 -0.6594 -1.2119 0.1710
C -0.8212 -2.8733 1.6087 -0.1123
F -3.3615 -1.4202 0.5224 0.2001
H -1.1177 -0.0827 3.3117 0.1337
H -1.5538 -3.6228 1.3080 0.1569
Cr -0.0568 -0.0722 0.9687 0.6467
H 0.9222 0.0261 4.1427 0.1080
N -0.5227 -0.7864 2.8758 -0.1663
H 2.4824 -0.0863 -2.7909 0.1097
H 0.3567 1.7174 -4.9576 0.1075
H 0.7300 -2.0344 -1.2679 0.0865
C 1.9935 2.9709 1.8428 -0.8350
H 0.4555 -3.6445 -0.6125 0.1540
H -1.7234 1.4405 -3.6858 0.1034
H -2.2024 2.6104 -0.2317 0.0936
H 0.0688 -3.4020 1.9448 0.1154
C -1.3897 -1.9918 2.7003 -0.1187
B -2.9580 -0.3182 -0.1745 -1.1289
O 0.3889 0.6419 -0.7786 -0.1692
H -1.4838 -2.5342 3.6420 0.1476
H -1.5234 4.0064 -1.0765 0.1140
H -1.2592 -1.9645 -0.1852 0.1122
Cl 2.6737 2.6418 0.2826 0.6576
C 1.4622 -0.2029 -3.1628 -0.0006
C 0.6694 -2.6055 -0.3493 -0.1923
C 0.0309 1.2738 -1.8525 -0.4409
F -3.8491 0.6426 -0.4232 0.2538
H 0.5042 2.9782 -3.7153 0.0953
N -0.4479 -2.0337 0.4341 -0.1214
```

As for the spin multiplicity: 4. The value obtained for the LUMO energy (spin up / spin down) is -7.30 / -6.73 eV. Its energy relative to the best compared isomer or geometry (same formula, charge and spin) is 3.9 kcal per mole. The value obtained for the frontier orbital gap (spin up / spin down) is 7.77 / 8.32 eV. Its charge is +2. The calculation puts the maximum force at 0.0103 Eh/bohr.



Record 7
C4H9N | the ωB97M-V functional and the def2-TZVPD basis

Geometry as XYZ:
```
14
Properties=species:S:1:pos:R:3:lowdin_charge:R:1
H 0.4532 -1.3321 -2.5156 0.0210
H 0.9721 -0.6696 -0.9934 -0.0163
H -0.2700 -1.3845 1.2752 0.1098
H -1.2892 1.8335 1.7681 0.0742
H -2.1148 1.3743 0.2506 0.0759
C 0.5231 -1.5542 -1.4559 -0.0634
N -0.1982 0.7189 0.1938 -0.1748
H 1.1669 -2.4152 -1.2654 0.0272
H -0.4888 -1.7987 -1.0977 0.0325
H 2.0454 0.8581 1.0479 0.0994
C 0.1720 -0.4423 1.0016 -0.0845
H -0.8834 2.6475 0.2261 0.0737
C -1.1587 1.6926 0.6822 -0.1255
C 1.0918 0.4336 0.8272 -0.0491
```

As for the spin multiplicity: 1. The value obtained for the LUMO energy is 1.12 eV. Its energy relative to the best compared isomer or geometry (same formula, charge and spin) is 102.0 kcal per mole. As for the SMILES: CN1C=C1.C. The value obtained for the frontier orbital gap is 8.96 eV. Its charge is 0. The calculation puts the maximum force at 0.0380 Eh/bohr.



Record 8
C34H60FN2O10 | the ωB97M-V functional and the def2-TZVPD basis

Geometry as XYZ:
```
107
Properties=species:S:1:pos:R:3:lowdin_charge:R:1
H 3.4739 -4.4984 -1.8753 0.1099
C -5.2452 -1.9290 0.1452 -0.1837
H -2.6585 4.9136 2.5253 0.1038
H 1.2855 -4.5388 0.2773 0.0870
C 5.0554 2.8935 -0.2548 -0.3924
N 0.9499 1.8409 -0.6131 0.0417
H -3.3681 6.4971 2.7784 0.1088
C -4.8143 0.6086 1.8386 -0.1963
C 1.4222 2.5571 -4.1191 -0.4589
H 9.2484 -2.3016 0.4555 0.1133
H -2.0846 -4.5608 -0.2372 0.0874
C -3.8161 -0.5559 1.8604 -0.1912
H -1.4046 3.0956 0.3887 0.1165
H -3.2276 2.1355 -1.7884 0.1245
O 7.6166 -1.1913 -0.2503 -0.1488
H -3.8936 -1.1199 2.7877 0.1091
H -4.9276 0.6486 -0.3733 0.0867
H -4.4688 1.3541 2.5522 0.1031
H -6.2728 -1.4493 -1.6884 0.1055
H 7.9425 2.0209 0.3815 0.1323
H 5.0145 -6.9292 -2.0404 0.0811
H -7.0090 7.2957 2.9906 0.0809
C -4.9656 1.3137 0.4846 -0.1824
H -5.8978 7.2389 1.6112 0.0820
H -2.5024 5.5572 4.9100 0.0788
C 8.2957 -0.0733 0.2759 -0.1917
C 7.7353 1.2034 -0.3101 -0.1377
H -2.7996 0.8968 -0.6323 0.0795
H 8.2114 -0.0552 1.3674 0.1332
C -5.1832 -3.2360 -2.1090 -0.1645
C 3.9629 -7.1547 -1.8581 -0.0760
C -4.1443 -4.1688 -1.5294 -0.2385
H 3.3737 -6.5919 -2.5836 0.0656
C 1.5337 2.5695 -1.5994 -0.0528
H -6.0423 -1.2930 0.5204 0.0989
H 3.4432 -3.5211 -0.4203 0.1081
C 3.1358 -4.4833 -0.8328 -0.2827
H -5.9521 1.7751 0.4729 0.1122
H 1.1551 -3.7922 -1.3262 0.0648
C -3.4940 5.4320 3.0019 -0.2857
H -4.2547 5.6933 5.0246 0.0697
O -4.6597 4.9319 2.3746 -0.1827
H 6.9232 -4.0462 -0.3114 0.0680
H 9.3524 -0.1323 0.0097 0.1315
C 7.4999 -3.5149 0.4388 -0.0563
H -1.2167 -3.2043 -0.9593 0.0708
H -5.2791 7.5102 3.2373 0.0673
H 6.8213 -3.0688 1.1612 0.0743
C 3.6134 2.5094 -0.3713 0.0528
O 5.8786 2.2482 -1.1416 0.0354
C 1.6218 -4.5995 -0.7591 -0.0897
H 8.1553 -4.2180 0.9439 0.0747
H -6.6641 4.9627 2.2437 0.1185
C 2.8730 2.9277 -1.4709 -0.1603
H -6.0673 5.1754 3.8764 0.1092
C -1.4833 2.5858 -0.5694 -0.1569
C 8.3567 -2.4052 -0.1618 -0.2553
C -0.4824 1.4397 -0.6494 -0.1036
O 3.5176 3.6466 -2.4280 0.1170
O 6.3209 1.0684 -0.4470 -0.0484
C 0.7571 2.9841 -2.8302 0.0117
C -3.9364 2.4500 0.2684 -0.1695
C -1.7797 -4.1117 -1.1825 -0.1163
H -1.3421 3.3387 -1.3393 0.1008
H 8.6564 -2.6773 -1.1736 0.1205
F 1.1677 1.2761 -4.3878 0.1389
C 1.6681 1.4308 0.4504 0.0764
C -6.0253 6.9639 2.6591 -0.0746
H -3.2180 -1.1464 -0.1465 0.0816
H -6.1717 -3.6863 -2.1676 0.1143
N 3.7229 1.2405 1.7335 0.2099
H 0.5980 4.0587 -2.8174 0.1533
C -2.8901 1.9758 -0.7669 -0.1764
C -3.4434 5.1885 4.5005 -0.0736
H -4.8768 -3.0278 -3.1328 0.1142
H -5.7963 0.2619 2.1498 0.1047
H -4.3579 -5.1721 -1.9162 0.1254
C 3.8038 0.0089 1.7387 -0.2672
O -2.8702 -3.7635 -2.0149 -0.1771
H -3.5239 4.1219 4.7169 0.0798
H -0.6550 0.8296 0.2305 0.1247
O 3.8262 -5.4583 -0.0770 -0.1623
H -3.3563 -2.4314 0.9904 0.0997
C 3.5869 -6.8111 -0.4269 -0.2765
C 3.0060 1.7274 0.5949 -0.1368
H -4.5568 -1.1987 -1.8052 0.0947
H 4.1962 -7.4024 0.2561 0.1198
C -5.3111 -1.8691 -1.3960 -0.1946
H -2.8151 -0.1065 1.8710 0.0937
H -5.4541 -2.9354 0.4958 0.1046
H 2.5437 -7.0788 -0.2258 0.1072
H 8.1889 1.4411 -1.2693 0.1351
H -3.3914 2.6588 1.1855 0.0912
H -0.2176 2.5141 -2.8377 0.1123
H 3.3229 4.5902 -2.3409 0.1589
C -5.8947 5.4610 2.8336 -0.2727
H 3.7947 -8.2151 -2.0461 0.0797
H -4.4318 3.3442 -0.0923 0.1111
O 5.4408 3.7004 0.5294 0.2360
H -0.6830 0.7907 -1.4979 0.1470
O 3.8838 -1.1229 1.7470 0.2751
H 1.1612 0.8512 1.2037 0.1580
H -4.1761 -4.2499 -0.4434 0.1006
C -3.8498 -1.5160 0.6568 -0.2048
H 1.2623 -5.5441 -1.1679 0.0678
O 2.0612 3.2282 -4.8421 0.2095
H -1.1348 -4.8266 -1.6928 0.0763
```

As for the spin multiplicity: 1. The value obtained for the LUMO energy is -4.41 eV. The value obtained for the frontier orbital gap is 6.96 eV. Its charge is +1. The calculation puts the maximum force at 0.0315 Eh/bohr.